{"formula": "C5H4N2O", "method": "the ωB97M-V functional and the def2-TZVPD basis", "elements": ["O", "C", "C", "C", "C", "C", "N", "N", "H", "H", "H", "H"], "coordinates": [[-2.465, 0.250, 0.992], [-2.082, 0.664, -0.013], [-0.879, 1.537, -0.168], [0.215, 0.762, 0.149], [0.271, -0.587, 0.408], [-0.712, -1.481, 0.101], [-1.777, -1.258, -0.746], [-2.344, -0.250, -1.148], [-0.870, 2.599, -0.232], [1.183, 1.390, 0.196], [1.322, -1.000, 0.746], [-0.706, -2.487, 0.348]], "forces_ev_per_a": [[-2.61, 0.17, 4.61], [1.90, 1.80, -2.93], [-0.19, -2.40, 0.89], [1.39, 4.88, -1.03], [2.28, -2.91, 0.44], [-0.71, 1.60, -0.14], [1.29, -2.70, -2.29], [0.05, 1.39, 0.77], [0.00, 0.50, -0.44], [-1.45, -1.37, 0.00], [-2.45, 0.73, -0.51], [0.49, -1.69, 0.63]], "nbo_charge": [-0.495, 0.602, -0.279, -0.201, -0.266, -0.043, -0.124, -0.122, 0.243, 0.229, 0.239, 0.216], "total_energy_ev": -10272.9826, "homo_ev": -8.833, "relative_energy_kj_mol": 364.68, "smiles": "O=c1ccccnn1", "gap_ev": 8.249, "max_force_ev_per_a": 5.30}



{"formula": "C5H4N2O2", "method": "the ωB97M-V functional and the def2-TZVPD basis", "elements": ["O", "C", "C", "N", "C", "O", "C", "C", "N", "H", "H", "H", "H"], "coordinates": [[2.293, -0.879, 1.160], [1.682, -0.560, 0.088], [0.730, -1.520, -0.515], [-0.561, -1.507, -0.645], [-1.116, -0.329, 0.047], [-2.349, -0.608, 0.644], [-0.700, 0.937, -0.017], [0.643, 1.473, -0.127], [1.647, 0.782, -0.370], [1.285, -2.192, -1.190], [-2.555, 0.243, 0.981], [-1.586, 1.700, 0.232], [0.587, 2.460, -0.288]], "forces_ev_per_a": [[-1.76, 1.07, -4.50], [0.25, 0.78, 5.22], [-0.01, -0.90, -3.01], [1.30, 2.79, 2.77], [-1.82, -3.36, -0.64], [2.29, -0.83, -1.96], [-1.72, 2.51, 2.03], [-3.75, -2.99, -1.31], [3.69, -2.22, 0.84], [-0.48, -0.45, 0.49], [-1.00, 1.15, 0.97], [2.25, -1.41, -0.36], [0.76, 3.86, -0.55]], "nbo_charge": [-0.501, 0.587, 0.060, -0.355, 0.498, -0.631, -0.437, 0.160, -0.445, 0.203, 0.476, 0.206, 0.180], "total_energy_ev": -12321.6810, "homo_ev": -9.733, "relative_energy_kj_mol": 327.73, "smiles": "O=c1cnc(O)ccn1", "gap_ev": 9.395, "max_force_ev_per_a": 5.29}



{"formula": "C5H4N2O2", "method": "the ωB97M-V functional and the def2-TZVPD basis", "elements": ["C", "C", "C", "N", "C", "O", "N", "C", "O", "H", "H", "H", "H"], "coordinates": [[1.667, 0.982, -0.046], [1.128, -0.372, -0.112], [1.112, -1.618, 0.135], [-0.069, -1.075, -0.544], [-1.255, -0.911, 0.019], [-1.997, -1.821, 0.268], [-1.738, 0.458, -0.142], [-2.677, 1.131, 0.090], [-3.377, 2.069, 0.158], [2.304, 1.148, 0.779], [1.066, 1.904, -0.101], [2.383, 0.782, -0.914], [1.452, -2.678, 0.410]], "forces_ev_per_a": [[1.35, -0.34, -2.30], [-0.66, 0.91, 1.57], [1.01, -3.32, 0.77], [1.78, 0.51, -1.33], [-3.29, 0.45, -0.84], [-0.25, 0.02, 0.99], [2.58, -3.01, 0.23], [-1.31, 3.16, -0.17], [-0.52, -0.93, 0.42], [0.71, -0.34, 1.17], [-0.28, -1.00, -0.64], [-0.57, 1.67, 0.61], [-0.55, 2.24, -0.49]], "nbo_charge": [-0.684, 0.198, -0.075, -0.455, 0.771, -0.549, -0.620, 0.885, -0.502, 0.247, 0.264, 0.258, 0.262], "total_energy_ev": -12320.9001, "homo_ev": -8.878, "relative_energy_kj_mol": 403.08, "smiles": "CC1=CN1C(=O)N=C=O", "gap_ev": 9.351, "max_force_ev_per_a": 3.98}



{"formula": "C5H4N2O3", "method": "the ωB97M-V functional and the def2-TZVPD basis", "elements": ["O", "C", "O", "C", "N", "C", "C", "C", "N", "H", "H", "O", "H", "H"], "coordinates": [[2.087, -0.821, -2.545], [2.266, -0.565, -1.386], [1.155, -0.181, -0.635], [1.223, -0.019, 0.689], [2.300, 0.002, 1.373], [3.455, -0.360, 0.711], [3.481, -0.666, -0.609], [-0.126, 0.168, 1.273], [-0.762, -0.228, 2.244], [4.350, -0.450, 1.328], [4.375, -1.043, -1.102], [-0.898, 1.814, 1.322], [-0.120, 2.382, 1.276], [-1.399, 0.968, 2.405]], "forces_ev_per_a": [[0.24, 0.34, 0.69], [-0.01, -0.58, -0.91], [-0.43, -0.16, -0.11], [0.15, 0.43, -0.84], [-0.79, -0.21, 0.50], [0.22, -0.25, -0.68], [0.35, 0.05, 0.55], [-1.98, 1.91, 3.49], [-0.22, 0.53, -0.51], [-0.28, 0.14, -0.14], [-0.27, 0.23, 0.09], [1.50, -1.08, -1.68], [-0.26, 0.89, 0.49], [1.78, -2.25, -0.95]], "nbo_charge": [-0.526, 0.725, -0.444, 0.499, -0.441, 0.057, -0.347, 0.421, -0.507, 0.220, 0.250, -0.871, 0.473, 0.491], "total_energy_ev": -14368.0192, "homo_ev": -10.045, "relative_energy_kj_mol": 346.50, "gap_ev": 8.918, "max_force_ev_per_a": 4.45}



{"formula": "C5H4N2O3", "method": "the ωB97M-V functional and the def2-TZVPD basis", "elements": ["H", "N", "C", "O", "C", "C", "C", "C", "N", "O", "O", "H", "H", "H"], "coordinates": [[-1.422, -2.791, -0.087], [-1.520, -1.872, 0.234], [-0.629, -1.052, -0.117], [0.324, -1.451, -1.033], [1.368, -0.660, -1.332], [1.470, 0.640, -0.940], [0.536, 1.134, 0.124], [-0.455, 0.388, 0.575], [-1.410, 0.888, 1.527], [-1.080, 0.637, 2.638], [-2.213, 1.682, 1.183], [2.014, -1.001, -2.194], [2.215, 1.318, -1.264], [0.800, 2.139, 0.685]], "forces_ev_per_a": [[0.23, -1.47, -1.02], [0.02, 2.67, 1.13], [-0.72, 0.84, 1.92], [0.33, 0.20, 0.52], [0.92, 2.48, -2.01], [-1.67, -1.38, 1.89], [2.05, 2.07, 0.62], [-0.15, -3.51, -3.99], [2.25, 0.00, -0.53], [-0.19, -0.88, 2.91], [-2.14, 1.03, -0.89], [-0.89, -0.16, 1.37], [0.72, 0.12, -0.40], [-0.77, -1.98, -1.50]], "nbo_charge": [0.363, -0.672, 0.541, -0.464, 0.185, -0.332, -0.166, 0.002, 0.532, -0.344, -0.335, 0.212, 0.236, 0.242], "total_energy_ev": -14367.1920, "homo_ev": -9.182, "relative_energy_kj_mol": 426.31, "smiles": "[H]/N=c1\\occcc1[N+](=O)[O-]", "gap_ev": 9.173, "max_force_ev_per_a": 5.32}



{"formula": "C5H4N2OS", "method": "the ωB97M-V functional and the def2-TZVPD basis", "elements": ["C", "C", "N", "O", "C", "C", "N", "C", "S", "H", "H", "H", "H"], "coordinates": [[1.024, 0.957, 1.022], [0.057, -0.148, 0.860], [-0.282, -0.931, 1.890], [-1.096, -1.940, 1.339], [-1.291, -1.682, -0.029], [-0.555, -0.543, -0.361], [-0.428, 0.138, -1.529], [0.014, 0.958, -2.274], [0.429, 1.989, -3.334], [0.693, 1.906, 0.412], [1.153, 1.008, 2.050], [1.963, 0.789, 0.617], [-1.680, -2.502, -0.664]], "forces_ev_per_a": [[-2.32, 1.74, -1.98], [-0.30, -1.05, 1.02], [0.04, 0.35, -2.30], [-0.12, 1.07, -2.12], [1.77, 0.26, 0.93], [-1.04, -1.60, 1.22], [0.17, 0.01, -0.69], [-1.03, -1.58, 1.50], [0.68, 1.24, -1.18], [0.26, -1.50, 1.82], [0.22, 1.19, 1.95], [1.83, -0.98, -0.97], [-0.14, 0.84, 0.80]], "nbo_charge": [-0.649, 0.150, -0.099, -0.285, 0.125, -0.005, -0.440, 0.235, 0.035, 0.230, 0.244, 0.233, 0.227], "total_energy_ev": -21110.2319, "homo_ev": -9.016, "relative_energy_kj_mol": 121.05, "smiles": "Cc1nocc1N=C=S", "gap_ev": 9.383, "max_force_ev_per_a": 3.51}



{"formula": "C5H4N3O2", "method": "the ωB97M-V functional and the def2-TZVPD basis", "elements": ["C", "C", "O", "C", "N", "N", "C", "C", "O", "N", "H", "H", "H", "H"], "coordinates": [[-2.729, -0.695, 0.005], [-2.775, 0.678, -0.069], [-1.511, 1.141, -0.106], [-0.784, 0.039, -0.054], [0.724, 0.088, -0.058], [1.437, 1.119, 0.083], [2.707, 0.719, 0.065], [2.695, -0.658, -0.099], [1.440, -1.044, -0.175], [-1.430, -1.078, 0.012], [-3.522, -1.411, 0.059], [-3.582, 1.381, -0.104], [3.514, 1.417, 0.172], [3.483, -1.388, -0.165]], "forces_ev_per_a": [[-0.54, 1.36, -0.08], [-0.97, -1.42, 0.09], [1.32, 0.55, -0.07], [1.46, -1.78, 0.05], [-2.58, 0.74, 0.06], [-0.68, 0.35, 0.03], [0.64, -0.93, -0.11], [0.56, 1.34, 0.19], [-0.73, -0.49, -0.08], [1.72, 0.33, -0.02], [-0.25, -0.06, -0.01], [0.06, 0.25, 0.00], [0.16, -0.01, -0.01], [-0.16, -0.24, -0.03]], "nbo_charge": [-0.086, 0.108, -0.349, 0.557, 0.196, -0.051, -0.104, 0.201, -0.139, -0.386, 0.252, 0.246, 0.279, 0.276], "total_energy_ev": -13804.1143, "homo_ev": -13.782, "relative_energy_kj_mol": 0.00, "smiles": "c1coc(-[n+]2ncco2)n1", "gap_ev": 8.069, "charge": 1, "max_force_ev_per_a": 2.69}



{"formula": "C5H4N4O2", "method": "the ωB97M-V functional and the def2-TZVPD basis", "elements": ["C", "C", "C", "C", "C", "H", "H", "H", "H", "N", "N", "N", "N", "O", "O"], "coordinates": [[1.878, -0.433, 0.179], [-0.346, -0.940, -0.143], [-2.198, 0.546, 0.024], [-0.782, 0.430, -0.288], [0.285, 1.439, 0.066], [3.222, -1.784, -0.664], [-3.328, -1.238, 0.551], [-2.804, 1.383, 0.101], [2.346, 1.532, 0.189], [0.878, -1.298, -0.220], [-1.461, -1.690, -0.109], [-2.442, -0.808, 0.219], [1.654, 0.927, 0.492], [3.257, -0.719, -0.073], [-0.159, 2.654, -0.323]], "forces_ev_per_a": [[-1.58, -1.68, -3.44], [-6.51, 3.33, -1.03], [4.94, -4.87, -0.53], [1.80, 0.99, 3.57], [-3.91, 3.80, -4.20], [-0.12, 4.89, 2.89], [0.96, 0.64, -0.85], [-1.22, 1.01, 0.42], [1.90, 1.46, -0.28], [8.88, 0.14, 1.66], [0.64, -0.10, 1.96], [-2.16, 0.87, -0.92], [-4.48, -1.38, -0.78], [-3.50, -4.17, -1.68], [4.37, -4.93, 3.20]], "nbo_charge": [0.732, 0.289, 0.015, -0.263, 0.645, 0.531, 0.418, 0.244, 0.421, -0.539, -0.271, -0.311, -0.633, -0.675, -0.603], "total_energy_ev": -15301.0813, "homo_ev": -8.703, "relative_energy_kj_mol": 410.65, "gap_ev": 8.744, "max_force_ev_per_a": 9.03}



{"formula": "C5H4N4OS", "method": "the ωB97M-V functional and the def2-TZVPD basis", "elements": ["O", "C", "N", "C", "N", "C", "N", "C", "C", "S", "N", "H", "H", "H", "H"], "coordinates": [[2.359, -2.174, 0.001], [1.287, -1.351, -0.006], [0.124, -1.901, 0.000], [-0.873, -0.983, -0.004], [-2.203, -1.233, 0.001], [-2.838, -0.004, -0.003], [-2.010, 0.996, 0.001], [-0.759, 0.423, 0.005], [0.543, 1.006, 0.006], [0.990, 2.581, -0.001], [1.521, -0.014, -0.003], [3.192, -1.689, 0.014], [-2.649, -2.144, 0.013], [-3.898, 0.095, -0.002], [2.471, 0.361, 0.003]], "forces_ev_per_a": [[-0.30, 0.24, -0.02], [0.55, -0.34, 0.11], [-0.23, -0.05, -0.06], [0.35, 1.06, 0.12], [-0.47, -0.21, -0.05], [0.67, 0.09, 0.06], [0.01, -0.03, 0.00], [0.07, -0.98, -0.06], [-0.27, -0.47, -0.08], [0.09, 0.06, 0.03], [0.23, 0.63, 0.02], [-0.08, 0.03, -0.01], [0.26, 0.31, -0.03], [-0.51, -0.09, -0.01], [-0.37, -0.24, -0.02]], "nbo_charge": [-0.633, 0.721, -0.513, 0.334, -0.528, 0.189, -0.390, -0.073, 0.078, -0.131, -0.599, 0.486, 0.431, 0.203, 0.425], "total_energy_ev": -24093.6771, "homo_ev": -8.086, "relative_energy_kj_mol": 0.00, "smiles": "Oc1nc2[nH]cnc2c(=S)[nH]1", "gap_ev": 8.304, "max_force_ev_per_a": 1.12}



{"formula": "C5H4NO4", "method": "the ωB97M-V functional and the def2-TZVPD basis", "elements": ["O", "C", "O", "C", "O", "C", "C", "C", "N", "O", "H", "H", "H", "H"], "coordinates": [[-3.273, 0.845, -0.002], [-2.145, 0.503, 0.066], [-1.904, -1.033, -0.062], [-0.670, -1.400, -0.056], [-0.303, -2.564, 0.015], [0.178, -0.151, -0.030], [1.420, 0.051, -0.769], [1.440, 0.045, 0.736], [-0.882, 0.957, -0.040], [-0.522, 2.242, -0.079], [1.406, 1.079, -1.098], [1.841, -0.893, -1.205], [1.793, -0.739, 1.257], [1.622, 1.061, 1.267]], "forces_ev_per_a": [[-1.05, 0.91, 0.45], [3.68, -1.68, -1.44], [-2.08, 0.16, 0.23], [1.54, -0.17, 0.92], [0.15, 0.65, -0.39], [-2.98, 1.00, 0.62], [0.71, -1.04, 0.29], [-0.78, 4.21, -0.11], [-0.07, -0.80, 0.32], [0.19, -0.13, 0.05], [0.57, -0.06, -0.97], [-0.35, 1.51, -0.26], [1.20, -2.77, 1.46], [-0.73, -1.79, -1.17]], "nbo_charge": [-0.623, 0.814, -0.546, 0.794, -0.649, -0.034, -0.448, -0.409, -0.107, -0.723, 0.267, 0.228, 0.205, 0.232], "total_energy_ev": -14928.7375, "homo_ev": -3.068, "relative_energy_kj_mol": 250.54, "smiles": "O=C1OC(=O)C2(CC2)N1[O-]", "gap_ev": 6.864, "charge": -1, "max_force_ev_per_a": 4.29}



{"formula": "C5H4O", "method": "the ωB97M-V functional and the def2-TZVPD basis", "elements": ["C", "C", "C", "C", "C", "O", "H", "H", "H", "H"], "coordinates": [[-1.168, 2.203, 2.191], [-1.056, 1.679, 1.105], [-0.492, 0.816, 0.172], [0.189, -0.002, -0.397], [0.911, -0.990, -1.190], [0.059, -2.048, -1.578], [-1.114, 2.548, 3.194], [1.243, -0.478, -2.096], [1.786, -1.332, -0.621], [-0.358, -2.396, -0.780]], "forces_ev_per_a": [[0.08, -0.39, -0.85], [0.66, -0.21, 1.07], [0.10, -0.04, 0.04], [-0.57, 0.62, 0.07], [-0.11, 0.28, 0.12], [0.12, -0.25, -0.01], [-0.38, 0.32, -0.04], [0.14, -0.29, -0.06], [-0.07, -0.04, -0.21], [0.01, 0.00, -0.13]], "nbo_charge": [-0.156, -0.079, -0.088, 0.036, -0.141, -0.690, 0.240, 0.215, 0.192, 0.471], "total_energy_ev": -7292.9194, "homo_ev": -9.490, "relative_energy_kj_mol": 269.09, "smiles": "C#CC#CCO", "gap_ev": 10.224, "max_force_ev_per_a": 1.27}



{"formula": "C5H4O", "method": "the ωB97M-V functional and the def2-TZVPD basis", "elements": ["C", "C", "C", "C", "C", "O", "H", "H", "H", "H"], "coordinates": [[-0.656, -1.705, -0.634], [0.097, 0.882, -0.469], [0.459, 0.257, 0.964], [1.122, 1.381, 0.366], [-0.075, -0.538, -0.121], [-1.363, -1.733, -1.628], [-0.397, -2.605, 0.052], [-0.739, 1.443, -1.059], [0.089, 0.217, 1.887], [1.463, 2.401, 0.642]], "forces_ev_per_a": [[-0.52, -0.68, 1.31], [-1.86, 1.03, -2.93], [1.57, -1.49, -2.38], [-0.60, -0.64, -0.79], [2.37, 3.31, 0.59], [0.39, -0.53, 0.07], [-0.55, 0.68, -1.21], [1.51, -0.72, 1.41], [-1.54, 0.14, 3.91], [-0.77, -1.10, 0.01]], "nbo_charge": [0.355, -0.019, 0.003, -0.302, -0.296, -0.577, 0.115, 0.255, 0.213, 0.252], "total_energy_ev": -7291.5307, "homo_ev": -7.882, "relative_energy_kj_mol": 403.08, "gap_ev": 7.994, "max_force_ev_per_a": 4.21}



Q: Which formula does entry 4 have?
A: C5H4N2O3



Q: Which formula does entry 3 have?
A: C5H4N2O2